Entry 1:
11
Properties=species:S:1:pos:R:3:nbo_charge:R:1 method="wB97M-V/def2-TZVPD" lumo_energy_ha=0.0307 multiplicity=1 smiles="[H]/N=C/C.O=C=O" de_lowest_kj_mol=62.5
H -1.394 -0.333 1.547 0.36
N -0.659 -0.420 0.849 -0.67
C 0.339 0.349 0.987 0.19
C 1.303 0.511 -0.143 -0.69
H 0.446 1.030 1.836 0.16
H 0.732 1.186 -0.787 0.25
H 1.467 -0.411 -0.704 0.25
H 2.246 0.994 0.110 0.22
O -2.456 -1.403 -0.743 -0.55
C -1.452 -0.954 -1.145 1.05
O -0.572 -0.549 -1.808 -0.57

***

Entry 2:
18
Properties=species:S:1:pos:R:3:mulliken_spin:R:1 method="wB97M-V/def2-TZVPD" lumo_energy_ha="-0.0121 / -0.1117" s_squared=0.759 multiplicity=2
C -0.993 2.086 -2.042 0.00
O -0.630 0.731 -1.865 0.10
H -1.308 2.200 -3.085 0.00
H -1.817 2.350 -1.366 0.00
H -0.126 2.735 -1.847 0.01
O 0.234 -3.349 2.041 0.00
O 2.269 -0.245 -0.105 0.44
C 1.572 0.786 -0.510 0.08
C -0.089 0.301 -0.615 0.21
O -0.196 -1.105 2.143 0.10
C -0.721 -2.388 2.386 0.00
Sr 1.733 -1.923 1.421 0.00
H 1.781 1.121 -1.539 0.01
H 1.480 1.625 0.206 0.02
H -0.005 -0.790 -0.679 0.00
H -0.535 0.879 0.213 0.02
H -1.001 -2.483 3.461 0.01
H -1.648 -2.531 1.783 0.00

***

Entry 3:
95
Properties=species:S:1:pos:R:3:mulliken_spin:R:1 method="wB97M-V/def2-TZVPD" charge=+1 lumo_energy_ha="-0.1077 / -0.0898" s_squared=2.039 multiplicity=3 de_lowest_kj_mol=0.0
V -0.404 0.278 -0.579 1.69
C -0.993 -1.617 0.309 0.04
C 0.352 -1.712 -0.217 0.03
C 0.395 -0.316 1.638 0.02
C -0.936 -0.783 1.486 -0.02
C 1.190 -0.860 0.580 -0.01
C -2.152 -2.470 -0.088 0.02
H -1.814 -3.305 -0.716 0.00
H -2.927 -1.919 -0.642 -0.01
H -2.625 -2.896 0.809 0.00
C -1.971 -0.698 2.548 -0.01
H -2.845 -1.306 2.310 0.00
H -2.299 0.334 2.712 0.00
H -1.568 -1.051 3.508 0.00
C 0.957 0.327 2.854 0.00
H 0.947 -0.358 3.717 0.00
H 0.375 1.207 3.136 0.00
H 1.988 0.654 2.690 0.00
C 2.682 -0.855 0.575 0.00
H 3.069 -1.470 1.405 0.00
H 3.076 0.160 0.720 0.00
H 3.080 -1.265 -0.355 0.00
C 0.889 -2.796 -1.095 0.00
H 1.382 -3.576 -0.492 0.00
H 1.655 -2.419 -1.786 0.00
H 0.107 -3.290 -1.676 0.00
C -1.873 1.202 -5.680 0.00
C -2.032 -0.141 -5.663 0.00
C -1.241 -1.049 -6.548 0.00
C 0.277 -0.710 -6.587 0.00
C 0.888 -0.079 -5.356 0.00
C 1.110 1.242 -5.241 0.00
C 0.474 2.277 -6.133 0.00
C -0.974 1.955 -6.624 0.00
H -1.633 -1.013 -7.583 0.00
H 0.441 -0.076 -7.471 0.00
H -1.380 -2.095 -6.239 0.00
H -0.894 1.456 -7.600 0.00
H -2.572 1.832 -5.122 0.00
H -2.898 -0.604 -5.181 0.00
H -1.462 2.923 -6.827 0.00
H 0.460 3.252 -5.619 0.00
H 1.955 1.607 -4.652 0.00
H 1.109 2.455 -7.022 0.00
H 0.819 -1.648 -6.787 0.00
H 1.417 -0.782 -4.709 0.00
P -1.629 0.455 -2.593 0.09
P 1.560 1.539 -1.497 0.02
C -0.823 2.057 -3.093 -0.03
C 0.510 2.607 -2.547 0.03
H -1.589 2.848 -3.077 0.01
H -0.667 1.849 -4.148 0.02
H 1.153 2.912 -3.379 0.00
H 0.315 3.527 -1.984 0.00
C 2.537 2.649 -0.432 -0.02
H 3.349 2.097 0.060 0.00
H 1.892 3.096 0.336 0.01
H 2.967 3.449 -1.051 0.00
C 2.790 0.602 -2.472 0.01
H 3.226 1.245 -3.246 0.00
H 2.322 -0.270 -2.947 0.00
H 3.598 0.247 -1.819 0.00
C -3.410 0.486 -2.855 0.02
H -3.841 -0.420 -2.413 0.00
H -3.697 0.517 -3.909 0.00
H -3.851 1.357 -2.364 0.00
C -0.899 -1.126 -3.160 0.01
H 0.168 -1.190 -2.911 -0.03
H -0.969 -1.274 -4.237 0.01
H -1.411 -1.970 -2.681 0.00
C -4.240 0.578 0.382 0.04
Si -3.222 2.136 0.620 0.02
C -3.806 3.471 -0.559 0.00
C -3.723 2.701 2.341 0.00
N -1.471 1.899 0.404 -0.01
C -0.865 3.051 0.958 0.09
C -0.601 4.193 0.153 -0.03
C 0.169 5.250 0.635 0.00
C 0.565 5.264 1.979 -0.01
C 0.146 4.248 2.838 0.01
C -0.614 3.184 2.354 -0.01
H -4.979 0.546 1.197 0.00
H -3.658 -0.348 0.422 -0.01
H -4.798 0.598 -0.560 0.01
H -4.907 3.486 -0.541 0.00
H -3.452 4.456 -0.221 0.00
H -3.473 3.323 -1.594 0.00
H -3.431 2.014 3.147 0.00
H -3.332 3.699 2.582 0.00
H -4.825 2.761 2.347 0.00
H -1.032 4.224 -0.850 0.00
H 0.443 6.062 -0.040 0.00
H 1.164 6.092 2.361 0.00
H 0.395 4.285 3.903 0.00
H -1.057 2.460 3.043 0.00

***

Entry 4:
109
Properties=species:S:1:pos:R:3:mulliken_charge:R:1 method="wB97M-V/def2-TZVPD" lumo_energy_ha=-0.0373 multiplicity=1 de_lowest_kj_mol=51.3
Ca -16.589 -18.385 -2.465 1.28
Ca -18.191 -22.390 1.316 1.23
Ca -17.524 -18.002 0.885 1.07
P -17.517 -20.455 -0.575 0.60
O -18.257 -19.157 -0.971 -0.78
O -17.420 -20.348 0.991 -0.92
O -16.194 -20.223 -1.297 0.63
O -18.189 -21.837 -0.770 -0.82
P -16.772 -15.901 -0.887 0.73
O -16.099 -17.333 -0.631 -0.84
O -17.991 -15.979 0.083 -0.88
O -16.984 -16.142 -2.422 -0.84
O -15.751 -14.834 -0.667 -0.84
C -18.303 -26.595 -0.809 -0.60
C -17.600 -27.072 0.465 -0.53
C -17.918 -26.003 1.503 -0.63
O -18.231 -24.829 0.776 0.23
C -18.850 -25.201 -0.465 -0.16
H -19.082 -27.266 -1.165 0.34
H -17.590 -26.497 -1.626 0.22
H -16.526 -27.209 0.331 0.25
H -17.938 -28.041 0.837 0.34
H -17.155 -25.822 2.259 0.30
H -18.813 -26.301 2.073 0.29
H -18.506 -24.443 -1.171 0.12
H -19.941 -25.133 -0.434 0.08
C -13.595 -23.193 1.768 -0.76
C -13.867 -23.605 0.331 -0.54
C -15.105 -22.753 0.055 -0.05
O -15.913 -22.993 1.232 0.53
C -15.021 -23.118 2.356 -0.60
H -13.121 -22.209 1.744 0.17
H -12.932 -23.855 2.321 0.52
H -14.098 -24.669 0.233 0.31
H -13.091 -23.351 -0.391 0.34
H -15.625 -23.047 -0.848 0.33
H -14.791 -21.710 0.061 -0.62
H -15.254 -24.063 2.852 0.29
H -15.124 -22.248 3.007 0.16
C -11.891 -20.358 -1.126 0.32
C -10.656 -20.611 -1.995 -0.85
C -11.050 -20.058 -3.359 -0.58
O -12.487 -20.158 -3.409 -0.48
C -13.027 -20.478 -2.125 0.69
H -11.867 -19.409 -0.600 0.24
H -11.938 -21.156 -0.379 -0.21
H -10.408 -21.672 -2.050 0.30
H -9.774 -20.108 -1.591 0.40
H -10.694 -20.667 -4.187 0.30
H -10.810 -18.998 -3.445 0.29
H -13.464 -21.484 -2.128 0.11
H -13.842 -19.778 -1.930 -0.58
C -22.718 -22.175 0.324 -0.68
C -22.801 -23.270 1.386 -0.68
C -21.507 -23.098 2.152 -0.57
O -20.546 -22.728 1.139 -0.18
C -21.221 -22.073 0.024 -0.26
H -23.056 -21.219 0.723 0.32
H -23.332 -22.421 -0.539 0.35
H -22.800 -24.260 0.919 0.27
H -23.684 -23.266 2.024 0.41
H -21.158 -24.033 2.590 0.31
H -21.574 -22.315 2.911 0.31
H -20.906 -22.570 -0.889 0.30
H -20.918 -21.028 -0.021 0.07
C -17.781 -18.608 -6.896 -1.41
C -16.997 -18.510 -5.588 -0.81
N -17.469 -19.351 -4.466 0.64
C -17.051 -20.765 -4.555 -0.41
C -15.527 -20.960 -4.580 -1.24
C -18.931 -19.243 -4.229 -0.40
C -19.412 -17.875 -3.769 -1.27
H -18.821 -18.317 -6.761 0.27
H -17.832 -19.660 -7.205 0.29
H -17.310 -18.028 -7.685 0.44
H -15.925 -18.661 -5.713 0.59
H -17.102 -17.490 -5.196 0.39
H -17.381 -21.267 -3.642 -0.08
H -17.546 -21.243 -5.413 0.52
H -15.067 -20.479 -3.727 0.04
H -15.379 -22.039 -4.446 0.50
H -15.092 -20.765 -5.557 0.38
H -19.081 -19.964 -3.418 0.01
H -19.490 -19.604 -5.101 0.61
H -19.104 -17.549 -2.777 0.23
H -20.498 -17.804 -3.851 0.44
H -19.046 -17.089 -4.438 0.32
C -17.893 -16.389 3.589 -1.29
C -16.400 -16.578 3.405 -0.64
N -15.990 -17.832 2.732 0.93
C -16.181 -18.990 3.599 0.02
C -15.368 -19.065 4.892 -1.71
C -14.589 -17.699 2.289 -1.48
C -14.054 -18.894 1.547 -0.13
H -18.071 -15.443 4.102 0.42
H -18.315 -17.159 4.244 0.30
H -18.441 -16.289 2.647 0.35
H -16.065 -15.801 2.712 0.45
H -15.911 -16.498 4.380 0.42
H -17.247 -19.020 3.869 0.60
H -16.061 -19.912 3.030 -0.50
H -15.681 -19.973 5.414 0.44
H -14.312 -19.175 4.643 0.31
H -15.507 -18.234 5.576 0.36
H -13.943 -17.358 3.118 0.57
H -14.546 -16.829 1.622 0.41
H -14.728 -19.108 0.707 0.02
H -14.136 -19.819 2.133 -0.06
H -13.054 -18.719 1.168 0.30

***

Entry 5:
80
Properties=species:S:1:pos:R:3:mulliken_spin:R:1 method="wB97M-V/def2-TZVPD" lumo_energy_ha="0.0081 / 0.0082" s_squared=3.753 multiplicity=4 de_lowest_kj_mol=75.5
C -0.510 3.924 -2.061 0.00
C -0.054 3.101 -3.249 0.00
H 0.331 4.356 -1.505 0.00
H -1.103 3.370 -1.325 0.00
H -1.140 4.760 -2.401 0.00
C 0.867 3.556 -4.120 0.00
C 1.451 4.925 -4.084 0.00
H 1.160 2.972 -5.009 0.00
H 1.853 5.188 -3.091 0.00
H 0.705 5.674 -4.399 0.00
H 2.276 4.955 -4.803 0.00
Nd -2.023 0.526 -0.550 3.00
Cl -3.845 1.850 0.793 -0.01
Cl -3.844 -0.836 -2.019 0.00
C -1.856 -2.655 -0.106 0.00
O -1.237 -1.606 0.250 0.00
N -1.369 -3.874 -0.044 0.00
C -0.140 -4.192 0.679 0.00
C -2.065 -4.937 -0.776 0.00
H -2.869 -2.597 -0.538 0.00
H -0.216 -3.881 1.731 0.00
H 0.741 -3.725 0.213 0.00
H -0.046 -5.278 0.629 0.00
H -3.128 -4.879 -0.501 0.00
H -1.643 -5.901 -0.494 0.00
H -1.978 -4.786 -1.865 0.00
H -0.629 3.583 4.367 0.00
H 1.488 3.395 1.291 0.00
C 0.236 2.906 4.306 0.00
C 1.718 2.972 2.275 0.00
N 0.482 2.507 2.920 0.00
H 0.002 2.021 4.916 0.00
C -0.454 1.872 2.214 0.00
O -0.316 1.584 0.986 0.00
H 2.434 2.151 2.141 0.00
H -1.379 1.603 2.751 0.00
H 1.133 3.412 4.675 0.00
H 2.162 3.727 2.933 0.00
O -1.309 1.254 -2.354 0.00
C -0.786 1.748 -3.532 0.00
C 1.404 0.705 -4.220 0.00
C 0.015 0.642 -4.215 0.00
H 1.881 1.479 -3.603 0.00
C 2.150 -0.135 -5.062 0.00
H -1.543 1.982 -4.304 0.00
C -0.598 -0.507 -4.747 0.00
H 3.229 0.002 -5.132 0.00
C 1.495 -1.112 -5.823 0.00
C 0.130 -1.333 -5.600 0.00
H -1.637 -0.738 -4.492 0.00
H 2.053 -1.726 -6.535 0.00
H -0.357 -2.176 -6.091 0.00
Si 3.059 -0.576 -0.723 0.00
Cl 2.985 1.426 -1.008 0.00
C 4.607 -1.237 -1.562 0.00
C 1.503 -1.228 -1.568 0.00
C 2.766 -0.742 1.114 0.00
H 4.398 -2.184 -2.072 0.00
H 5.421 -1.403 -0.845 0.00
H 4.985 -0.528 -2.327 0.00
H 2.437 0.216 1.545 0.00
H 3.665 -1.077 1.643 0.00
H 1.937 -1.426 1.327 0.00
H 1.706 -1.407 -2.621 0.00
H 0.696 -0.468 -1.507 0.00
H 1.157 -2.171 -1.137 0.00
C -2.845 -2.103 7.428 0.00
C -2.570 -1.579 6.044 0.00
C -3.523 -0.784 5.394 0.00
C -3.198 -0.234 4.145 0.00
N -2.024 -0.436 3.549 0.00
C -1.137 -1.241 4.139 0.00
C -1.369 -1.829 5.383 0.00
H -3.006 -1.280 8.139 0.00
H -3.747 -2.729 7.445 0.00
H -2.006 -2.709 7.791 0.00
H -4.490 -0.583 5.841 0.00
H -3.913 0.388 3.601 0.00
H -0.211 -1.429 3.593 0.00
H -0.605 -2.470 5.827 0.00

***

Entry 6:
107
Properties=species:S:1:pos:R:3:mulliken_charge:R:1 method="wB97M-V/def2-TZVPD" lumo_energy_ha=-0.0158 multiplicity=1 smiles="CS(=O)(=O)B1OBOB(CCCC(=O)O)O1.O=C1OC[C@@H](F)O1.O=C1OC[C@@H](F)O1.O=C1OC[C@@H](F)O1.O=C1OC[C@@H](F)O1.O=C1OC[C@@H](F)O1.O=C1OC[C@@H](F)O1.O=C1OC[C@@H](F)O1.O=C1OC[C@@H](F)O1"
C 3.155 -1.298 -0.401 0.44
S 4.012 -0.212 -1.510 1.04
O 4.052 -0.833 -2.823 -0.69
O 5.250 0.189 -0.870 -0.51
B 2.804 1.261 -1.569 0.26
O 2.961 2.306 -0.704 -0.20
B 1.773 2.577 -0.024 0.52
O 0.671 1.795 -0.307 -0.53
B 0.538 1.170 -1.554 0.21
C -0.724 0.428 -2.042 -0.49
C -1.996 0.719 -1.245 -0.71
C -3.206 -0.036 -1.820 -0.29
C -4.417 0.181 -0.953 0.22
O -5.031 1.196 -0.893 -0.51
O -4.821 -0.913 -0.206 -0.45
O 1.700 1.179 -2.347 -0.02
H 2.720 -2.124 -0.959 -0.35
H 3.829 -1.613 0.389 -0.38
H 2.318 -0.765 0.066 0.25
H 1.717 3.453 0.769 -0.16
H -0.859 0.719 -3.090 0.22
H -0.492 -0.644 -2.021 0.34
H -2.224 1.789 -1.253 0.28
H -1.854 0.452 -0.191 0.37
H -3.427 0.353 -2.817 0.35
H -2.981 -1.098 -1.916 0.35
H -4.245 -1.048 0.557 0.33
O -1.018 -0.495 -5.013 -0.54
C -0.040 -1.154 -5.145 0.62
O 0.657 -1.704 -4.126 -0.18
C 1.711 -2.505 -4.670 -0.15
C 1.872 -1.908 -6.053 0.37
F 2.208 -2.829 -6.983 -0.30
O 0.568 -1.420 -6.326 -0.36
H 1.380 -3.542 -4.739 0.22
H 2.596 -2.428 -4.048 0.01
H 2.576 -1.076 -6.111 0.30
O -8.372 -2.423 3.045 -0.53
C -8.213 -1.371 2.520 0.56
O -7.060 -0.686 2.452 -0.37
C -7.252 0.457 1.605 -0.16
C -8.750 0.651 1.689 0.49
F -9.284 1.130 0.538 -0.34
O -9.211 -0.672 1.901 -0.19
H -6.931 0.214 0.593 0.05
H -6.686 1.307 1.969 0.25
H -9.079 1.282 2.514 0.28
O -6.872 2.126 4.903 -0.46
C -7.173 3.176 4.447 0.59
O -7.746 3.345 3.227 -0.21
C -8.101 4.722 3.074 -0.46
C -7.174 5.394 4.069 0.30
F -7.733 6.477 4.650 -0.28
O -6.989 4.382 5.041 -0.34
H -9.143 4.866 3.365 0.28
H -7.954 5.035 2.045 0.30
H -6.200 5.678 3.667 0.27
O -15.332 -1.046 2.891 -0.50
C -14.230 -1.414 2.662 0.60
O -13.360 -1.888 3.584 -0.34
C -12.196 -2.376 2.909 -0.33
C -12.257 -1.613 1.602 0.60
F -11.782 -2.330 0.559 -0.29
O -13.647 -1.408 1.431 -0.36
H -12.302 -3.447 2.726 0.29
H -11.301 -2.184 3.492 0.18
H -11.753 -0.648 1.620 0.14
O 1.284 -4.056 -0.492 -0.53
C 2.174 -4.746 -0.874 0.73
O 3.109 -5.309 -0.090 -0.31
C 3.929 -6.172 -0.891 -0.40
C 3.712 -5.602 -2.278 0.40
F 3.721 -6.542 -3.247 -0.31
O 2.411 -5.042 -2.181 -0.29
H 3.541 -7.189 -0.818 0.28
H 4.961 -6.131 -0.565 0.27
H 4.412 -4.810 -2.553 0.26
O 6.136 -4.600 0.665 -0.48
C 6.234 -3.602 1.298 0.62
O 7.391 -3.011 1.649 -0.34
C 7.097 -1.739 2.239 -0.29
C 5.667 -1.936 2.705 0.36
F 4.923 -0.809 2.615 -0.21
O 5.179 -2.884 1.772 -0.32
H 7.140 -0.964 1.471 0.17
H 7.800 -1.523 3.036 0.28
H 5.562 -2.343 3.712 0.19
O 8.681 4.117 1.943 -0.56
C 7.703 4.162 1.270 0.68
O 6.575 3.458 1.489 -0.32
C 5.587 3.870 0.536 0.24
C 6.447 4.452 -0.570 0.35
F 5.855 5.499 -1.189 -0.30
O 7.582 4.909 0.144 -0.34
H 4.959 4.647 0.977 0.18
H 4.985 3.025 0.225 -0.25
H 6.774 3.736 -1.326 0.36
O 10.150 2.085 -3.441 -0.51
C 10.451 2.054 -2.298 0.58
O 9.766 2.652 -1.294 -0.22
C 10.346 2.260 -0.046 -0.31
C 11.743 1.850 -0.464 0.34
F 12.229 0.825 0.275 -0.28
O 11.546 1.416 -1.795 -0.33
H 9.804 1.399 0.348 0.15
H 10.307 3.078 0.666 0.33
H 12.477 2.658 -0.461 0.26